[1]
{
  "formula": "C5H8N",
  "method": "wB97M-V/def2-TZVPD",
  "homo_energy_ha": -0.5310,
  "total_energy_ha": -249.71949,
  "total_charge": 1,
  "smiles": "[NH2+]=C[C@H]1C=CC1",
  "lumo_ev": -4.8,
  "orbital_gap_ha": 0.3534,
  "spin_multiplicity": 1,
  "species": ["N", "C", "C", "C", "C", "C", "H", "H", "H", "H", "H", "H", "H", "H"],
  "coordinates": [[2.285391, -0.067236, 0.043488], [1.062912, 0.198241, 0.438718], [-0.105309, 0.291575, -0.490894], [-0.746277, -1.016199, -0.143879], [-1.853113, -0.478871, 0.372896], [-1.351732, 0.937083, 0.034823], [2.543396, -0.018163, -0.902446], [3.172334, -0.273478, 0.581612], [0.986081, 0.021789, 1.477309], [0.154701, 0.143943, -1.450112], [-0.335294, -1.962371, -0.570011], [-2.828239, -0.846898, 0.696942], [-1.875921, 1.349953, -0.856702], [-1.108934, 1.720632, 0.768253]],
  "atomic_forces_ev_per_a": [[0.71, 0.15, 1.01], [1.47, -0.83, -1.57], [1.97, -0.89, 3.67], [-0.19, -2.22, -0.45], [-0.13, 0.62, -0.11], [-0.74, 0.93, -0.34], [-0.10, 0.23, -1.74], [-2.03, 0.27, 0.14], [-0.84, 0.56, 1.25], [1.03, 0.97, -3.72], [-0.83, 0.44, 1.01], [0.46, 0.05, -0.02], [0.04, 0.00, 0.89], [-0.80, -0.29, 0.00]]
}

---

[2]
{
  "formula": "C5H8N",
  "method": "wB97M-V/def2-TZVPD",
  "homo_energy_ha": -0.5457,
  "total_energy_ha": -249.55886,
  "total_charge": 1,
  "smiles": "C[NH+]1C2=C1CC2",
  "lumo_ev": -5.5,
  "orbital_gap_ha": 0.3421,
  "spin_multiplicity": 1,
  "species": ["C", "N", "C", "C", "C", "C", "H", "H", "H", "H", "H", "H", "H", "H"],
  "coordinates": [[2.232704, 0.014862, -0.208983], [0.838578, -0.050138, 0.330528], [-0.185038, 0.736580, -0.418762], [-0.178238, -0.614203, -0.418587], [-1.650039, -0.731314, 0.041359], [-1.683199, 0.754096, 0.005775], [2.226736, -0.222485, -1.213963], [2.506025, 1.049424, 0.056982], [2.745241, -0.878914, 0.080789], [0.681562, -0.060641, 1.383669], [-2.172426, -1.221518, -0.722468], [-1.508003, -1.100677, 0.970075], [-1.618931, 1.180464, 0.921333], [-2.234966, 1.144466, -0.807753]],
  "atomic_forces_ev_per_a": [[-0.82, 0.72, 1.92], [0.32, 0.74, 2.63], [1.17, -0.85, -1.49], [-1.11, 0.40, -2.13], [1.05, 0.84, -2.03], [0.95, -1.30, -1.82], [-0.69, 0.61, -2.49], [0.96, -0.94, -0.27], [0.82, 0.03, 1.54], [1.08, -0.13, -1.23], [-1.19, -1.17, -0.25], [-0.80, -1.90, 3.04], [-0.96, 1.89, 2.73], [-0.78, 1.04, -0.15]]
}

---

[3]
{
  "formula": "C5H8N",
  "method": "wB97M-V/def2-TZVPD",
  "homo_energy_ha": [-0.4853, -0.5110],
  "total_energy_ha": -249.57873,
  "total_charge": 1,
  "lumo_ev": [-6.4, -6.0],
  "orbital_gap_ha": [0.2508, 0.2912],
  "spin_multiplicity": 1,
  "species": ["C", "C", "C", "C", "C", "N", "H", "H", "H", "H", "H", "H", "H", "H"],
  "coordinates": [[-2.609518, 0.157545, 0.202274], [-1.963010, 0.872441, 1.013070], [-3.220898, -0.506304, -0.745604], [0.500930, 0.119938, 0.275476], [2.888271, -0.231870, -0.136519], [1.681295, 0.529007, -0.001232], [-3.581436, -0.114764, -1.718133], [-3.633668, -1.479981, -0.551122], [0.268542, -1.008258, -0.021601], [-1.793624, 1.516378, 1.868990], [3.292515, -0.344965, 0.795847], [2.585506, -1.324718, -0.491395], [3.686052, 0.315694, -0.668377], [1.899047, 1.499855, 0.178320]],
  "atomic_forces_ev_per_a": [[1.11, 1.33, 0.57], [0.74, -0.71, -0.59], [-1.47, -0.31, -0.96], [-1.84, -1.80, -0.98], [-0.37, -2.80, -2.83], [-0.76, 0.89, 1.00], [0.73, 0.22, 0.72], [0.23, -0.51, 0.23], [0.75, 2.06, 0.85], [0.10, -0.32, -0.48], [0.87, -0.43, 2.69], [1.05, 2.46, 0.26], [-0.80, -0.50, -0.56], [-0.35, 0.43, 0.08]]
}